The following is a DFT calculation (wB97M-V/def2-TZVPD) of a cluster of 3 separate species, C17H38N2O10P2 in total at a distorted geometry.

```
69
Properties=species:S:1:pos:R:3:forces:R:3:nbo_charge:R:1
C 5.8409 0.3959 1.2187 0.3300 -0.0328 0.6047 -0.206
C 4.9432 -0.3191 0.8891 -0.6463 -0.1588 -0.0322 -0.034
C 3.8139 -1.2305 0.6257 1.5641 0.7797 -0.4320 -0.010
C 4.3315 -2.6740 0.9089 -0.6473 0.0042 0.4688 -0.228
N 3.3205 -3.6140 1.3811 -0.1545 0.2727 -0.1858 -0.808
O 2.7597 -0.8398 1.5090 -0.1079 -0.8780 0.0555 -0.503
C 1.5167 -1.0985 1.0455 -0.6498 -0.1895 -0.0682 0.887
N 0.6514 -1.5356 2.0430 0.2170 0.3445 -0.0205 -0.849
O 1.1654 -0.9312 -0.0916 0.2441 0.2963 -0.3507 -0.613
H 6.6200 0.8945 1.7460 0.0922 0.2100 -0.3846 0.236
H 3.5652 -1.0848 -0.4270 -0.6330 -0.2001 0.1312 0.235
H 4.7898 -3.0748 0.0066 0.1159 0.1450 -0.0150 0.208
H 5.0827 -2.5877 1.6920 0.1160 -0.1574 -0.1015 0.206
H 2.5102 -3.5933 0.7697 0.0464 -0.2285 -0.0877 0.348
H 2.9984 -3.3151 2.2937 0.0714 -0.0946 0.0674 0.350
H -0.3020 -1.4955 1.7131 -0.0082 -0.2421 -0.0697 0.394
H 0.8996 -2.4468 2.3982 0.0207 0.1576 0.4096 0.388
C 4.8204 7.3868 -1.9982 0.0038 -0.0809 0.1420 -0.634
C 3.5913 6.6738 -2.5328 0.0778 0.2865 -0.0755 -0.068
O 3.5055 5.3230 -2.0661 0.1282 0.3473 0.5549 -0.798
P 2.9768 5.0391 -0.5743 0.1234 -4.5313 -3.5075 2.503
O 1.5640 5.4483 -0.4841 0.7770 1.9172 1.8797 -1.043
O 2.9130 3.4163 -0.6218 0.1152 0.2745 0.3215 -0.830
C 1.7458 2.7024 -0.2124 -0.2172 -0.2198 -0.1156 -0.061
C 0.9326 2.2640 -1.4094 0.0326 0.0196 -0.2361 -0.627
O 4.4101 5.0440 0.1600 -1.0817 2.0619 1.0778 -0.768
C 4.4582 5.1709 1.6020 0.0745 -0.1736 0.2832 -0.071
C 4.0371 3.8930 2.3017 -0.1589 -0.0520 -0.1152 -0.642
H 4.7525 7.5354 -0.9190 -0.0076 0.0488 -0.0212 0.204
H 4.9305 8.3634 -2.4709 -0.0323 -0.0091 -0.0204 0.214
H 5.7168 6.7969 -2.1879 -0.0005 0.0078 -0.0657 0.218
H 2.6803 7.2168 -2.2664 -0.0277 -0.0654 -0.0054 0.185
H 3.6382 6.6187 -3.6194 -0.0353 -0.1325 0.0097 0.188
H 1.1435 3.2980 0.4745 0.0057 0.1257 -0.0941 0.185
H 2.0914 1.8241 0.3382 0.1254 0.0375 -0.0287 0.177
H 0.6720 3.1117 -2.0440 -0.0470 0.1012 0.1446 0.215
H 0.0150 1.7671 -1.0916 0.0303 -0.0413 0.0135 0.210
H 1.5092 1.5706 -2.0226 -0.0195 -0.0713 0.0585 0.211
H 3.8361 6.0107 1.9197 0.0159 0.0195 -0.0378 0.181
H 5.4897 5.4139 1.8507 0.0356 0.0143 -0.1761 0.192
H 2.9655 3.7171 2.1941 0.0053 0.0005 0.0132 0.213
H 4.2598 3.9564 3.3675 0.0284 0.0444 -0.0111 0.217
H 4.5531 3.0321 1.8778 0.0496 0.0134 0.0085 0.230
C -2.1780 -2.0965 -0.8536 -0.1108 0.0124 -0.0547 -0.637
C -2.3918 -3.5786 -0.6095 0.2283 0.1491 -0.1387 -0.068
O -3.5868 -3.8379 0.1375 -0.1859 0.4007 -0.4488 -0.802
P -5.0076 -3.7933 -0.6137 0.0611 -2.4656 5.1267 2.504
O -5.0613 -4.8888 -1.5971 -0.1964 1.9247 -1.9932 -1.042
O -5.9586 -4.3135 0.6007 -0.0850 0.3230 -0.3141 -0.831
C -6.8940 -5.3747 0.4091 -0.0303 -0.2920 0.1281 -0.060
C -6.3451 -6.6788 0.9468 0.1455 -0.0275 0.0960 -0.629
O -5.3440 -2.2452 -0.3315 0.1846 -0.0037 -2.5275 -0.768
C -6.3821 -1.5968 -1.1079 -0.2919 0.1545 0.0070 -0.072
C -7.7706 -2.0327 -0.6839 0.0322 -0.2347 0.0299 -0.640
H -2.9413 -1.6924 -1.5207 0.0303 0.0021 -0.0134 0.206
H -1.2008 -1.9198 -1.3036 0.0177 -0.0096 0.0405 0.234
H -2.2425 -1.5397 0.0822 0.0328 -0.0086 0.0147 0.205
H -2.4184 -4.1275 -1.5545 -0.0337 -0.0498 0.0412 0.189
H -1.5698 -3.9804 -0.0172 -0.0932 -0.0743 0.0687 0.181
H -7.1694 -5.4700 -0.6413 0.1436 -0.0016 -0.0443 0.188
H -7.7983 -5.0998 0.9571 0.0584 0.1036 0.0338 0.174
H -5.3822 -6.9132 0.4933 -0.0533 0.0147 -0.1372 0.220
H -7.0351 -7.5005 0.7490 -0.0156 0.0146 0.0064 0.209
H -6.1861 -6.6074 2.0236 -0.0515 0.0014 0.0075 0.207
H -6.2222 -1.7901 -2.1708 0.0437 0.0019 0.0104 0.182
H -6.2582 -0.5278 -0.9462 0.1554 -0.0355 0.0934 0.195
H -7.9707 -3.0632 -0.9826 -0.0061 0.0108 -0.0128 0.211
H -8.5234 -1.3972 -1.1508 0.0393 0.0367 -0.0118 0.220
H -7.8771 -1.9786 0.3987 0.0090 0.0814 0.0061 0.226
```
Forces are in eV/Å.

SMILES ... C#C[C@@H](CN)OC(N)=O.CCOP(=O)(OCC)OCC.CCOP(=O)(OCC)OCC
Lowest unoccupied orbital energy ... 0.50 eV
Total energy ... -60280.0112 eV
Highest occupied orbital energy ... -0.363 hartree
Total charge ... 0
Gap between HOMO and LUMO ... 0.38152 Eh

---

The following is a DFT calculation (wB97M-V/def2-TZVPD) of the molecule C22H30N4O2S at a distorted geometry.

```
59
Properties=species:S:1:pos:R:3:forces:R:3:nbo_charge:R:1
C -3.2483 -2.5568 1.9694 -0.0289 -0.7310 -0.1654 -0.411
N -2.4816 -2.8083 0.7497 0.0239 -0.2883 0.0249 -0.470
C -1.6104 -1.7495 0.3371 1.2396 0.6966 0.5298 0.659
O -1.6954 -0.6514 0.9126 -0.4125 -0.8660 -0.1221 -0.682
C -0.4823 -2.1004 -0.4872 -1.0127 -0.9909 0.7047 -0.450
C 0.7967 -1.3926 -0.2026 -1.0844 0.3508 -3.0130 -0.028
C 0.5890 0.1539 -0.5101 0.9335 -0.0797 -0.3125 -0.059
C 1.4990 1.0631 0.0170 -0.5622 -0.0211 0.2679 -0.189
C 1.1902 2.4134 0.1097 -0.1293 -0.3616 -1.0686 -0.100
C 0.2951 2.9793 -0.8240 0.5462 -1.1971 -0.0122 0.249
C -0.4144 2.1096 -1.7051 0.8257 -0.4278 1.1558 -0.098
C -0.3348 0.7108 -1.4526 -0.0258 0.3427 0.3079 -0.108
C -1.1556 2.7569 -2.8496 0.0209 -0.1968 -0.6177 -0.422
C -1.4195 4.2603 -2.6849 -0.3694 0.0460 0.2664 -0.399
C -0.2452 5.0216 -2.1038 0.1058 -0.3112 0.0583 -0.192
N 0.2486 4.3431 -0.9233 -0.6236 1.2588 0.2717 -0.447
C 1.0621 5.1774 -0.0652 0.2234 -0.0209 0.0270 -0.196
C 1.2376 4.5897 1.3238 0.0819 -0.3373 -0.1799 -0.404
C 1.8691 3.2064 1.1636 0.7183 0.4140 0.4422 -0.406
N 1.4066 -1.9002 1.1777 0.4091 0.1236 1.0104 -0.237
C 1.4208 -0.7909 2.1859 0.6116 -0.2619 0.6759 -0.416
C 2.7940 -2.4364 0.9180 -0.0129 -0.0476 0.0364 -0.412
C 0.6986 -3.0347 1.9156 -0.0335 -0.3628 -0.2191 -0.407
C -0.4404 -3.4301 -0.9985 1.6679 1.1627 0.1102 0.651
O 0.6004 -3.9395 -1.4506 -0.7959 -0.1888 -0.0859 -0.696
N -1.6237 -4.1811 -0.8898 -0.2559 -1.1015 0.7922 -0.476
C -1.6026 -5.4754 -1.5553 0.0072 -0.0856 -0.3964 -0.407
C -2.3153 -4.1081 0.3166 -0.3211 0.6394 -0.1028 0.322
S -2.8924 -5.4440 1.1710 0.2701 0.7760 -0.5959 -0.234
H -3.4933 -1.5125 2.0089 -0.0531 0.3460 -0.0155 0.239
H -4.1389 -3.1886 1.9338 0.1311 0.2104 0.1282 0.228
H -2.6591 -2.8422 2.8520 -0.1649 0.0740 -0.0962 0.190
H 1.5549 -1.7393 -0.9437 -0.5790 0.0116 0.6734 0.252
H 2.4627 0.7404 0.4179 -0.4942 0.0940 0.2360 0.180
H -0.9957 0.0571 -2.0309 0.2555 0.0909 0.3086 0.221
H -2.0931 2.2291 -3.0579 0.0913 0.0908 0.0667 0.224
H -0.5497 2.6550 -3.7647 -0.0518 -0.1819 0.1960 0.209
H -2.2822 4.4322 -2.0349 0.0330 -0.1330 0.0541 0.204
H -1.6672 4.7160 -3.6421 -0.0959 -0.1484 -0.1531 0.212
H -0.5628 6.0302 -1.7963 0.0593 -0.2633 -0.1707 0.199
H 0.5576 5.1542 -2.8573 -0.1354 -0.1147 0.1608 0.170
H 2.0557 5.3362 -0.5170 0.0268 0.0019 0.0354 0.169
H 0.5916 6.1587 0.0043 -0.0722 0.0368 -0.0614 0.199
H 1.8864 5.2498 1.9098 -0.2283 -0.1200 0.0317 0.215
H 0.2576 4.4909 1.8167 0.2899 0.1277 -0.1118 0.210
H 1.8222 2.6428 2.1086 0.0078 0.2348 -0.1660 0.206
H 2.9370 3.2889 0.9106 -0.0741 0.1876 0.1593 0.206
H 0.4435 -0.3158 2.1786 0.0688 0.1223 -0.0929 0.269
H 1.6251 -1.2215 3.1750 -0.1305 0.0020 -0.2632 0.205
H 2.2337 -0.1021 1.9718 -0.3810 -0.0804 0.0846 0.221
H 2.7187 -3.3217 0.2729 -0.1715 0.3588 0.0926 0.256
H 3.4013 -1.6794 0.4289 -0.1017 0.1021 -0.0320 0.221
H 3.2731 -2.7293 1.8608 -0.2626 0.2058 -0.1350 0.212
H 0.6221 -3.9527 1.3126 -0.0970 0.6269 -0.0458 0.250
H 1.3433 -3.2700 2.7737 -0.1134 0.1298 -0.3106 0.210
H -0.2665 -2.7249 2.3279 0.1660 0.0822 -0.4631 0.239
H -1.3943 -5.2843 -2.6144 -0.0003 -0.1776 0.2698 0.214
H -0.8488 -6.1522 -1.1483 -0.0018 0.1199 -0.0184 0.210
H -2.5809 -5.9306 -1.4224 0.0623 0.0302 -0.1517 0.225
```
Forces are in eV/Å.

SMILES ... Cn1c([O-])c([C@@H](c2cc3c4c(c2)CCCN4CCC3)[N+](C)(C)C)c(=O)n(C)c1=S
Lowest unoccupied orbital energy ... 0.32 eV
Total energy ... -44190.3100 eV
Highest occupied orbital energy ... -0.262 hartree
Total charge ... 0
Gap between HOMO and LUMO ... 0.27382 Eh

---

> Among the records above, which one has the lowest highest occupied orbital energy?

C17H38N2O10P2

---

> Which of these has the lowest lowest unoccupied orbital energy?

C22H30N4O2S

---

> The lowest lowest unoccupied orbital energy belongs to which entry?

C22H30N4O2S

---

> Which of these has the highest highest occupied orbital energy?

C22H30N4O2S